Formula: C4H7NO
Source: OMol25
Level of theory: ωB97M-V with the def2-TZVPD basis set

The geometry in XYZ format:
```
13
Properties=species:S:1:pos:R:3:lowdin_charge:R:1
C -1.566 -0.662 0.163 -0.0324
C -0.499 0.316 -0.281 -0.3245
O -0.159 1.301 0.717 -0.0884
C 1.256 1.068 0.574 -0.1091
C 0.960 -0.119 -0.310 -0.3157
N 1.678 -1.054 -0.748 0.1597
H -2.471 -0.109 0.431 0.0834
H -1.820 -1.353 -0.648 0.0820
H -1.236 -1.243 1.029 0.0875
H -0.795 0.815 -1.216 0.1495
H 1.123 -1.718 -1.292 0.0585
H 1.764 0.864 1.524 0.1249
H 1.764 1.893 0.056 0.1246
```

Computed properties:
energy above the lowest of the compared OMol25 structures with the same formula, charge and spin: 200.3 kJ/mol
lowest unoccupied orbital energy: 0.96 eV
orbital gap: 10.947 eV
SMILES: [H]/N=C1/CO[C@@H]1C
HOMO level: -9.98 eV